No. 1
Density functional theory data (the ωB97M-V functional and the def2-TZVPD basis) for C6H8 in the gas phase.

Properties
* E_LUMO: 1.074 eV
* ΔE to the lowest compared entry with this formula, charge and spin: 73.1 kcal/mol
* multiplicity: 1
* net charge: 0
* energy: -6347.6130 eV
* molar mass: 80.13 g/mol

Last column: Mulliken charge in e.
Cartesian coordinates (Å):
C 2.32 -0.76 -0.11  -0.78
C 1.70 0.42 0.07  -0.21
C 0.23 0.59 0.02  0.26
C -0.96 0.09 -0.04  0.27
C -1.91 -1.16 0.01  -0.89
C -0.74 1.59 -0.09  -0.70
H 1.83 -1.56 -0.50  0.31
H 3.36 -0.86 0.11  0.26
H 2.26 1.34 0.51  0.22
H -2.35 -1.12 -0.91  0.31
H -2.55 -0.72 0.83  0.26
H -1.38 -2.12 0.22  0.25
H -0.92 2.03 0.83  0.21
H -0.89 2.23 -0.97  0.22

---

No. 2
Density functional theory data (the ωB97M-V functional and the def2-TZVPD basis) for C5H12N2O2 in the gas phase.

Properties
* E_LUMO: 0.737 eV
* ΔE to the lowest compared entry with this formula, charge and spin: 58.3 kcal/mol
* multiplicity: 1
* net charge: 0
* energy: -12453.4546 eV
* molar mass: 132.16 g/mol

Last column: Mulliken charge in e.
Cartesian coordinates (Å):
C 0.69 0.85 2.00  -0.99
N 1.16 0.39 0.67  -0.50
C 0.12 0.15 -0.36  0.84
C 0.56 -0.77 -1.53  -1.62
N -1.15 -0.30 0.18  -0.34
C -1.45 -1.72 0.17  -1.21
C -0.06 1.75 -1.06  0.28
O -0.98 2.03 -1.71  -0.52
O 1.02 2.43 -0.79  -0.56
H 0.01 1.62 1.88  0.35
H 0.23 0.05 2.62  0.29
H 1.49 1.24 2.53  0.41
H 1.80 -0.41 0.76  0.27
H 0.52 -1.87 -1.25  0.36
H -0.15 -0.46 -2.38  0.30
H 1.46 -0.50 -1.82  0.59
H -1.94 0.04 -0.40  0.32
H -2.03 -1.83 1.10  0.35
H -1.99 -2.04 -0.77  0.31
H -0.71 -2.42 0.31  0.51
H 1.38 1.76 -0.16  0.58

---

No. 3
Density functional theory data (the ωB97M-V functional and the def2-TZVPD basis) for C4H5NO in the gas phase.

Properties
* E_LUMO: 0.721 eV
* ΔE to the lowest compared entry with this formula, charge and spin: 38.1 kcal/mol
* multiplicity: 1
* net charge: 0
* energy: -7764.8739 eV
* molar mass: 83.09 g/mol

Last column: Mulliken charge in e.
Cartesian coordinates (Å):
C -0.66 0.88 -0.69  -0.98
C 0.12 0.06 0.01  0.79
C 1.59 -0.17 -0.12  -1.06
O -0.41 -0.71 1.07  -0.35
C -1.70 -0.85 1.09  0.58
N -2.85 -0.98 1.08  -0.46
H -0.26 1.42 -1.53  0.26
H -1.71 1.02 -0.43  0.29
H 1.85 -1.20 0.12  0.31
H 2.14 0.49 0.55  0.26
H 1.90 0.05 -1.15  0.35